# 1
Computed, not measured: C18H33N4PdSSi as an isolated structure, with ωB97M-V/def2-TZVPD.

Geometry as ORCA input:
```
! wB97M-V def2-TZVPD RIJCOSX def2/J DEFGRID3
* xyz 1 1
Pd -0.782 -0.299 0.045
C -1.357 -1.776 2.882
N -1.384 -2.261 1.501
C -0.529 -3.441 1.380
C -2.759 -2.580 1.093
C -2.960 -2.533 -0.410
N -2.802 -1.186 -0.977
C -3.941 -0.330 -0.636
C -2.677 -1.278 -2.437
H -1.748 -2.526 3.583
H -1.955 -0.869 2.972
H -0.334 -1.536 3.165
H -0.901 -4.267 2.002
H 0.481 -3.195 1.704
H -0.479 -3.781 0.347
H -3.436 -1.884 1.590
H -3.035 -3.584 1.442
H -3.954 -2.934 -0.652
H -2.228 -3.182 -0.894
H -4.891 -0.798 -0.925
H -3.843 0.620 -1.157
H -3.964 -0.118 0.432
H -3.556 -1.753 -2.893
H -1.796 -1.864 -2.698
H -2.570 -0.278 -2.854
C -1.162 3.192 -1.508
N 0.009 3.482 -0.694
C 1.043 4.347 -1.023
C 1.946 4.284 -0.023
N 1.450 3.377 0.889
C 0.273 2.879 0.479
S -0.692 1.745 1.328
H -1.112 3.799 -2.408
H -2.067 3.420 -0.952
H -1.165 2.133 -1.769
H 1.028 4.935 -1.924
H 2.881 4.794 0.116
H 1.911 3.045 1.722
C 1.504 -2.224 -1.118
Si 1.273 -0.409 -0.845
C 1.251 0.507 -2.454
C 2.552 0.292 0.301
C 3.592 1.096 -0.176
C 4.550 1.622 0.684
C 4.474 1.359 2.045
C 3.451 0.556 2.541
C 2.510 0.024 1.674
H 2.381 -2.322 -1.769
H 0.665 -2.720 -1.610
H 1.718 -2.739 -0.182
H 2.203 0.319 -2.964
H 1.149 1.583 -2.307
H 0.452 0.168 -3.117
H 3.660 1.329 -1.233
H 5.356 2.232 0.294
H 5.217 1.767 2.718
H 3.394 0.347 3.602
H 1.706 -0.584 2.077
*
```

F_max = 0.75 eV/A
molar mass = 472.1 g mol⁻¹
HOMO energy = -10.555 eV
LUMO energy = -0.11856 Eh
E = -1740.0978 a.u.
gap between HOMO and LUMO = 0.26934 hartree
energy relative to the best compared isomer or geometry (same formula, charge and spin) = 29.5 kJ/mol



# 2
Computed, not measured: a 5-piece molecular cluster, C18H33N5O6 overall, with ωB97M-V/def2-TZVPD.

Geometry as ORCA input:
```
! wB97M-V def2-TZVPD RIJCOSX def2/J DEFGRID3
* xyz 0 1
C 2.141 -5.302 -3.971
C 2.074 -4.177 -3.002
C 1.366 -4.503 -1.750
C 0.566 -5.796 -1.575
C 0.664 -6.879 -2.743
C 1.502 -6.536 -3.950
N -0.311 -6.222 -0.451
O -0.084 -5.645 0.656
O -1.082 -7.048 -0.474
H 2.663 -5.128 -4.951
H 2.792 -3.177 -3.195
H 1.119 -3.822 -1.090
H 0.268 -7.887 -2.550
H 1.490 -7.189 -4.771
C 5.849 2.996 2.276
O 6.679 3.239 1.388
N 4.524 2.848 1.909
C 3.592 2.078 2.777
C 3.966 3.229 0.634
H 6.224 2.795 3.308
H 2.691 1.982 2.501
H 3.619 2.451 3.826
H 4.052 1.128 2.982
H 4.097 2.382 -0.283
H 4.264 4.262 0.393
H 2.870 3.159 0.839
C -0.847 0.933 -3.039
O -1.815 1.803 -3.156
N -0.124 0.949 -1.830
C 1.124 0.138 -1.651
C -0.513 1.912 -0.840
H -0.481 0.139 -3.740
H 1.922 0.750 -1.465
H 1.388 -0.735 -2.516
H 1.027 -0.191 -0.727
H -0.101 2.968 -0.846
H -0.392 1.625 0.096
H -1.616 1.940 -0.919
C -1.552 5.673 1.507
O -0.828 4.711 1.008
N -2.794 5.484 2.036
C -3.693 6.629 2.294
C -3.233 4.106 2.031
H -1.313 6.770 1.195
H -3.592 7.133 3.298
H -4.642 6.031 2.235
H -3.346 7.378 1.424
H -3.927 3.854 2.590
H -2.598 3.351 2.467
H -3.306 3.798 1.061
C -2.780 -3.854 -0.153
O -2.482 -3.795 -1.329
N -2.643 -2.716 0.599
C -3.014 -2.703 2.041
C -2.178 -1.399 0.088
H -3.270 -4.816 0.322
H -2.407 -2.129 2.612
H -3.337 -3.629 2.628
H -3.923 -2.118 1.972
H -1.404 -0.905 0.730
H -2.975 -0.520 0.161
H -1.922 -1.787 -0.935
*
```

F_max = 9.42 eV/A
molar mass = 415.5 g mol⁻¹
SMILES = O=[N+]([O-])c1ccccc1.CN(C)C=O.CN(C)C=O.CN(C)C=O.CN(C)C=O
HOMO energy = -9.034 eV
LUMO energy = -0.02333 Eh
E = -1430.4139 a.u.
gap between HOMO and LUMO = 0.30865 hartree
energy relative to the best compared isomer or geometry (same formula, charge and spin) = 765.2 kJ/mol



# 3
Computed, not measured: C18H34ClNaO22 as an isolated structure, with ωB97M-V/def2-TZVPD.

Geometry as ORCA input:
```
! wB97M-V def2-TZVPD RIJCOSX def2/J DEFGRID3
* xyz 0 1
Na 7.956 -5.317 -2.167
Cl 12.051 -2.878 -5.982
O 11.947 -3.899 -7.042
O 13.398 -2.476 -5.780
O 11.325 -1.645 -6.195
O 11.549 -3.439 -4.733
C 10.499 1.002 2.585
C 10.445 -0.232 3.431
O 9.628 -1.172 2.767
C 9.316 -0.745 1.610
O 8.596 -1.317 0.774
O 9.836 0.513 1.353
H 11.541 1.203 2.337
H 10.001 1.881 2.993
H 10.102 -0.078 4.455
H 11.441 -0.674 3.420
C 1.226 -4.696 0.579
O 0.351 -5.746 0.934
C -0.252 -5.764 2.149
O -0.232 -4.775 2.933
O -0.878 -6.951 2.323
C -1.620 -7.184 3.528
H 0.795 -4.066 -0.199
H 2.213 -5.051 0.283
H 1.337 -3.961 1.376
H -2.593 -6.705 3.640
H -1.020 -7.008 4.421
H -1.849 -8.250 3.525
C 8.001 -9.176 -6.444
O 7.053 -8.640 -5.528
C 5.948 -9.376 -5.358
O 5.477 -10.231 -6.081
O 5.465 -8.936 -4.247
C 4.402 -9.591 -3.550
H 8.986 -8.832 -6.127
H 7.783 -8.805 -7.446
H 8.046 -10.265 -6.428
H 3.639 -10.021 -4.199
H 3.915 -8.925 -2.837
H 4.778 -10.412 -2.940
C 4.697 -9.398 4.236
O 5.301 -8.877 3.112
C 5.378 -7.533 2.870
O 5.898 -7.138 1.835
O 4.759 -6.784 3.851
C 4.863 -5.347 3.830
H 3.660 -9.079 4.131
H 5.070 -9.104 5.218
H 4.709 -10.486 4.175
H 5.561 -5.032 3.054
H 5.240 -4.992 4.789
H 3.865 -4.956 3.632
C 13.813 -8.338 -1.972
O 13.188 -9.570 -1.975
C 11.868 -9.674 -1.913
O 10.978 -8.858 -1.921
O 11.691 -10.995 -1.696
C 10.335 -11.516 -1.576
H 14.477 -8.264 -1.111
H 13.256 -7.407 -2.081
H 14.473 -8.312 -2.839
H 9.780 -11.350 -2.499
H 9.897 -11.020 -0.710
H 10.316 -12.600 -1.464
C 5.353 -3.288 -7.388
O 5.416 -1.956 -6.942
C 5.529 -1.749 -5.695
O 5.560 -2.564 -4.735
O 5.440 -0.483 -5.515
C 5.366 0.079 -4.180
H 5.206 -4.054 -6.628
H 6.333 -3.539 -7.793
H 4.595 -3.492 -8.145
H 4.443 -0.261 -3.710
H 5.266 1.147 -4.375
H 6.247 -0.046 -3.551
*
```

F_max = 6.10 eV/A
molar mass = 660.9 g mol⁻¹
HOMO energy = -7.444 eV
LUMO energy = -0.07981 Eh
E = -2983.6743 a.u.
gap between HOMO and LUMO = 0.19376 hartree
energy relative to the best compared isomer or geometry (same formula, charge and spin) = 620.1 kJ/mol



# 4
Computed, not measured: a 7-piece molecular cluster, C18H34F9NO12S3 overall, with ωB97M-V/def2-TZVPD.

Geometry as ORCA input:
```
! wB97M-V def2-TZVPD RIJCOSX def2/J DEFGRID3
* xyz -2 1
O -1.246 -0.105 0.079
H -1.148 -0.610 0.909
H -1.047 0.848 0.226
H -0.757 -0.510 -0.650
C -1.786 3.890 -0.657
C -1.281 3.580 0.753
C -2.504 3.533 1.699
O -0.508 2.433 0.898
H -2.391 3.085 -1.083
H -0.951 3.903 -1.361
H -2.341 4.828 -0.729
H -0.616 4.389 1.076
H -2.208 3.376 2.737
H -3.177 2.735 1.380
H -3.057 4.477 1.678
C 1.962 -2.453 3.363
F 3.065 -2.262 2.654
F 1.310 -3.544 2.894
F 2.282 -2.606 4.659
S 0.812 -0.867 3.192
O -0.176 -1.167 2.158
O 0.231 -0.649 4.505
O 1.638 0.295 2.824
C 3.112 4.554 -0.613
F 2.478 5.204 0.383
F 2.217 3.960 -1.379
F 3.841 5.329 -1.379
S 4.189 3.185 0.261
O 5.201 2.814 -0.723
O 4.800 3.768 1.420
N 3.028 1.990 0.815
S 3.173 0.850 -0.190
O 2.096 -0.080 0.054
O 3.276 1.180 -1.605
C 4.720 -0.186 0.257
F 5.832 0.373 -0.226
F 4.872 -0.285 1.596
F 4.553 -1.445 -0.199
C -3.760 -2.476 2.309
C -3.276 -1.446 3.337
C -3.232 -0.137 2.603
O -3.596 -0.478 1.277
C -4.399 -1.642 1.223
H -4.509 -3.090 2.815
H -2.968 -3.125 1.937
H -2.318 -1.782 3.732
H -3.996 -1.410 4.156
H -2.254 0.341 2.551
H -4.033 0.511 2.967
H -4.247 -2.157 0.275
H -5.427 -1.348 1.451
C 1.149 -4.174 -0.864
C -0.202 -4.400 -1.537
C -1.019 -3.284 -0.883
O -0.142 -2.179 -0.931
C 1.177 -2.665 -0.642
H 1.976 -4.649 -1.390
H 1.153 -4.543 0.164
H -0.668 -5.376 -1.402
H -0.105 -4.220 -2.609
H -1.476 -3.576 0.066
H -1.882 -3.060 -1.515
H 1.491 -2.251 0.315
H 1.778 -2.158 -1.400
C 0.208 0.049 -4.765
C 0.891 1.280 -4.071
C -0.118 1.625 -2.973
O -0.494 0.337 -2.540
C -0.427 -0.686 -3.548
H 0.900 -0.645 -5.243
H -0.562 0.254 -5.509
H 1.051 2.064 -4.812
H 1.843 1.017 -3.610
H -1.058 2.025 -3.359
H 0.371 2.219 -2.203
H -1.445 -1.004 -3.785
H 0.129 -1.576 -3.259
*
```

F_max = 5.07 eV/A
molar mass = 723.6 g mol⁻¹
HOMO energy = -1.348 eV
LUMO energy = 0.15367 Eh
E = -3757.1509 a.u.
gap between HOMO and LUMO = 0.20321 hartree
energy relative to the best compared isomer or geometry (same formula, charge and spin) = 0.0 kJ/mol



# 5
Computed, not measured: a 2-piece molecular cluster, C18H34FN5O5PS overall, with ωB97M-V/def2-TZVPD.

Geometry as ORCA input:
```
! wB97M-V def2-TZVPD RIJCOSX def2/J DEFGRID3
* xyz 1 1
N 0.851 1.584 1.916
C 0.437 0.242 1.710
O -0.748 -0.047 1.811
C 1.541 -0.814 1.387
C 1.708 -1.133 -0.164
C 0.368 -0.878 -0.941
C 0.253 0.370 -1.719
C 1.353 1.468 -1.814
O 1.514 2.218 -0.896
O 2.159 1.674 -2.943
S 3.136 0.318 -3.240
C -1.015 0.607 -2.434
P -1.305 2.176 -3.415
O -0.359 2.281 -4.573
C -2.065 -0.407 -2.358
N -1.938 -1.573 -1.627
C -3.013 -2.589 -1.512
C -4.166 -2.471 -2.586
C -4.666 -3.923 -2.985
F -3.674 -4.499 -3.827
C -0.765 -1.834 -0.921
C -0.568 -3.102 -0.037
C -0.187 -4.403 -0.846
N 0.059 -4.181 -2.278
N -1.233 -5.482 -0.771
N 1.052 -5.021 -0.250
H 1.462 1.698 2.726
H 0.074 2.241 1.910
H 2.534 -0.445 1.768
H 1.288 -1.753 1.946
H 2.079 -2.191 -0.309
H 2.519 -0.484 -0.601
H 2.257 -0.535 -3.897
H -2.646 2.115 -3.904
H -1.247 3.301 -2.522
H -3.009 -0.167 -2.906
H -2.577 -3.622 -1.627
H -3.488 -2.501 -0.499
H -3.870 -1.978 -3.546
H -5.033 -1.904 -2.136
H -5.553 -3.754 -3.659
H -4.903 -4.565 -2.102
H 0.185 -2.942 0.783
H -1.544 -3.270 0.506
H 0.871 -3.564 -2.377
H 0.359 -5.079 -2.680
H -0.908 -6.244 -0.171
H -2.090 -5.134 -0.338
H 1.151 -5.943 -0.700
H 0.826 -5.269 0.726
C 3.381 5.701 2.541
C 1.954 5.194 2.658
O 1.766 4.257 3.711
C 2.058 4.717 5.024
C 1.217 5.906 5.454
H 4.071 4.867 2.393
H 3.472 6.387 1.696
H 3.699 6.234 3.438
H 1.687 4.677 1.734
H 1.249 6.026 2.762
H 3.127 4.937 5.118
H 1.856 3.879 5.696
H 1.385 6.777 4.819
H 1.457 6.188 6.480
H 0.154 5.661 5.398
*
```

F_max = 2.75 eV/A
molar mass = 482.5 g mol⁻¹
HOMO energy = -11.546 eV
LUMO energy = -0.16355 Eh
E = -2195.3319 a.u.
gap between HOMO and LUMO = 0.26075 hartree



# 6
Computed, not measured: C18H34IrN5SSeSi2 as an isolated structure, with ωB97M-V/def2-TZVPD.

Geometry as ORCA input:
```
! wB97M-V def2-TZVPD RIJCOSX def2/J DEFGRID3
* xyz 0 1
Ir -0.710 0.520 0.491
C 3.342 -0.037 2.151
Si 2.444 -0.505 0.576
C 3.564 -0.757 -0.906
C 1.698 -2.178 0.926
N 1.235 0.742 0.201
C 1.656 2.055 0.178
C 2.990 2.518 0.138
C 3.251 3.863 0.057
C 2.204 4.799 0.030
C 0.900 4.375 0.076
C 0.616 2.999 0.158
N -0.632 2.434 0.219
Si -2.078 3.320 -0.347
C -2.579 4.619 0.896
C -3.514 2.149 -0.561
C -1.676 4.022 -2.035
H 3.984 -0.857 2.481
H 2.591 0.129 2.929
H 3.947 0.865 2.086
H 4.151 -1.670 -0.777
H 4.254 0.061 -1.105
H 2.940 -0.885 -1.795
H 2.489 -2.775 1.390
H 1.383 -2.688 0.016
H 0.858 -2.128 1.620
H 3.814 1.821 0.156
H 4.277 4.206 0.018
H 2.429 5.856 -0.016
H 0.094 5.095 0.078
H -2.655 4.159 1.883
H -3.565 5.013 0.632
H -1.893 5.462 0.971
H -3.935 1.830 0.395
H -3.262 1.259 -1.140
H -4.286 2.700 -1.107
H -0.924 4.809 -2.023
H -2.581 4.423 -2.497
H -1.305 3.215 -2.673
Se -2.220 0.030 2.246
C -2.079 1.561 3.285
N -2.026 2.492 3.963
C -1.897 -3.240 1.613
N -1.175 -3.777 0.476
C -0.411 -4.987 0.747
C -1.011 -3.067 -0.657
S -1.201 -1.392 -0.840
N -0.679 -3.791 -1.762
C -1.310 -5.081 -2.017
C -0.148 -3.153 -2.957
H -2.324 -4.072 2.174
H -2.707 -2.601 1.269
H -1.248 -2.664 2.276
H 0.102 -4.865 1.703
H 0.334 -5.139 -0.028
H -1.054 -5.867 0.809
H -1.928 -5.378 -1.175
H -0.563 -5.854 -2.203
H -1.951 -4.999 -2.899
H 0.548 -2.365 -2.686
H -0.939 -2.717 -3.573
H 0.374 -3.914 -3.538
*
```

F_max = 0.28 eV/A
molar mass = 679.9 g mol⁻¹
HOMO energy (spin up / spin down) = -7.253 / -7.253 eV
LUMO energy (spin up / spin down) = -0.02608 / -0.02604 Eh
E = -4463.0865 a.u.
gap between HOMO and LUMO (spin up / spin down) = 0.24045 / 0.24048 hartree
energy relative to the best compared isomer or geometry (same formula, charge and spin) = 0.0 kJ/mol